The following is a DFT calculation (the ωB97M-V functional and the def2-TZVPD basis) of a cluster of 13 separate species, H26O13 in total in a non-equilibrium geometry.

Last columns: bonded neighbours and bond lengths (Å).
Cartesian coordinates (Å):
1 H -0.15 1.20 -0.45  O27 0.964
2 H 0.32 0.65 0.89  O27 0.964
3 H 4.16 0.54 3.09  O28 0.964
4 H 2.99 0.71 2.14  O28 0.964
5 H -1.85 1.67 3.25  O29 0.964
6 H -2.80 0.85 2.40  O29 0.964
7 H 0.09 -1.56 0.43  O30 0.964
8 H 0.21 -1.97 -1.03  O30 0.964
9 H -1.13 0.17 -1.91  O31 0.964
10 H -1.32 -0.92 -2.95  O31 0.964
11 H -0.01 4.17 -1.76  O32 0.964
12 H -0.36 3.75 -3.18  O32 0.964
13 H -1.63 3.28 2.07  O33 0.964
14 H -1.46 4.40 1.05  O33 0.964
15 H -4.20 -1.72 -0.81  O34 0.964
16 H -2.71 -1.56 -0.53  O34 0.964
17 H 2.53 -1.16 1.17  O35 0.964
18 H 2.35 -0.87 -0.31  O35 0.964
19 H -0.79 0.39 3.34  O36 0.964
20 H -1.56 -0.93 3.32  O36 0.964
21 H 0.49 1.71 -3.69  O37 0.964
22 H -0.76 0.98 -4.13  O37 0.964
23 H 0.41 -2.64 -2.50  O38 0.964
24 H 0.65 -3.83 -3.41  O38 0.964
25 H 3.55 -3.79 2.09  O39 0.964
26 H 2.88 -2.92 1.04  O39 0.964
27 O -0.47 0.96 0.43  H1 0.964, H2 0.964
28 O 3.31 0.15 2.85  H3 0.964, H4 0.964
29 O -2.69 1.73 2.79  H5 0.964, H6 0.964
30 O 0.74 -1.83 -0.24  H7 0.964, H8 0.964
31 O -0.78 -0.15 -2.75  H9 0.964, H10 0.964
32 O -0.31 3.41 -2.28  H11 0.964, H12 0.964
33 O -1.57 3.45 1.12  H13 0.964, H14 0.964
34 O -3.50 -1.06 -0.76  H15 0.964, H16 0.964
35 O 2.82 -0.56 0.47  H17 0.964, H18 0.964
36 O -1.22 -0.25 3.92  H19 0.964, H20 0.964
37 O 0.20 0.89 -4.10  H21 0.964, H22 0.964
38 O 0.75 -3.54 -2.49  H23 0.964, H24 0.964
39 O 2.83 -3.79 1.45  H25 0.964, H26 0.964

HOMO-LUMO gap = 0.33914 Eh
E_HOMO = -9.5 eV
Energy relative to the best compared isomer or geometry (same formula, charge and spin) = 532.5 kJ/mol

In elementary charge units, the Mulliken charges are: 0.2534 0.2695 0.3011 0.3127 0.3371 0.2915 0.1827 0.1525 0.2553 0.2867 0.2839 0.3076 0.2856 0.2582 0.3047 0.2866 0.2565 0.3534 0.2581 0.3208 0.2918 0.3691 0.2776 0.2992 0.3013 0.3783 -0.5534 -0.6437 -0.6099 -0.3248 -0.5496 -0.5872 -0.4875 -0.5975 -0.6440 -0.6327 -0.6436 -0.5907 -0.6106